Version P
Density functional theory data (ωB97M-V/def2-TZVPD) for a single C4H6OS2 molecule.

Each line ends with the natural charge from an NBO analysis.
Element x y z (Å)
S1 0.393 -1.764 -0.637  1.2548
S2 1.467 -0.631 -3.135  0.2871
O1 -0.798 -2.190 -1.329  -0.9626
C1 0.315 1.657 0.294  -0.2900
C2 -0.677 0.648 0.772  -0.4918
C3 -0.197 -0.805 0.882  -0.5629
C4 1.026 -0.453 -1.686  -0.5133
H1 0.747 -0.741 1.400  0.2131
H2 1.349 1.595 0.622  0.1854
H3 -0.956 -1.427 1.166  0.2333
H4 -0.141 2.395 -0.321  0.1907
H5 -1.594 0.707 0.123  0.2243
H6 -0.934 1.009 1.848  0.2318

Output
HOMO (alpha / beta) in eV: -8.19 / -7.82
LUMO (alpha / beta) in eV: -0.87 / -0.74

=====

Version Q
Density functional theory data (ωB97M-V/def2-TZVPD) for a single C4H6OS2 molecule.

Each line ends with the natural charge from an NBO analysis.
Element x y z (Å)
S1 -0.917 -1.566 0.333  0.3852
S2 -3.285 0.154 -0.286  0.1858
O1 -0.956 1.197 1.319  -0.6735
C1 -1.621 -0.081 -0.075  -0.2316
C2 0.714 0.424 -0.210  -0.4467
C3 -0.627 1.113 0.053  0.1024
C4 0.767 -0.908 0.441  -0.5130
H1 1.508 0.954 0.261  0.2301
H2 1.138 -0.695 1.444  0.2391
H3 0.682 0.429 -1.345  0.2059
H4 1.290 -1.754 0.086  0.2306
H5 -3.600 -1.064 -0.642  0.1293
H6 -0.831 1.888 -0.596  0.1563

Output
HOMO (alpha / beta) in eV: -8.32 / -8.32
LUMO (alpha / beta) in eV: -0.03 / -0.03

=====

Version R
Density functional theory data (ωB97M-V/def2-TZVPD) for a single C4H6OS2 molecule.

Each line ends with the natural charge from an NBO analysis.
Element x y z (Å)
S1 2.381 -0.372 0.163  0.0702
S2 -0.375 -1.231 -0.197  0.3610
O1 -0.224 2.015 -0.562  -0.5044
C1 -2.621 0.084 0.788  -0.6206
C2 0.558 1.499 0.205  0.3689
C3 0.823 0.020 0.019  -0.4309
C4 -1.942 -0.353 -0.522  -0.5455
H1 -3.557 0.617 0.512  0.2198
H2 -2.759 -0.756 1.417  0.2134
H3 1.234 1.917 0.984  0.1605
H4 -1.529 0.483 -1.145  0.2642
H5 -2.566 -1.002 -1.111  0.2314
H6 -2.044 0.770 1.441  0.2120

Output
HOMO in eV: -9.09
SMILES: CCSC(=S)C=O
LUMO in eV: -0.96

=====

Most stable: version R